No. 1
Density functional theory data (ωB97M-V/def2-TZVPD) for a structure of composition C31H62BrIrN2O2Si.

Its energy above the lowest of the compared OMol25 structures with the same formula, charge and spin is 26.04 kcal per mole. As for the spin multiplicity: 5. Its total charge is +2. As for the frontier orbital gap (spin up / spin down): 7.235 / 7.370 eV. As for the HOMO energy (spin up / spin down): -13.2007 / -14.3490 eV.

```
100
Properties=species:S:1:pos:R:3:mulliken_charge:R:1
Ir 1.590 -1.211 -1.065 1.243
C 1.512 -1.321 -3.267 -1.270
C 0.085 -1.496 -3.132 0.271
C -0.467 -0.172 -2.906 -0.494
C 0.622 0.730 -2.902 -0.505
C 1.843 0.067 -3.165 0.415
C 3.131 0.752 -3.529 1.770
C 4.286 -0.242 -3.645 -1.704
C 3.477 1.816 -2.477 -1.556
C 2.900 1.431 -4.894 -1.687
C -1.890 0.321 -2.722 2.805
C -1.924 1.849 -2.550 -2.321
C -2.534 -0.273 -1.451 -0.591
C -2.736 0.005 -3.973 -1.862
C -0.525 -2.838 -3.500 1.991
C 0.485 -3.977 -3.268 -1.649
C -0.830 -2.783 -5.013 -1.660
C -1.786 -3.236 -2.724 -1.915
H 2.169 -2.054 -3.708 0.418
H 0.541 1.794 -2.754 0.677
H 4.466 -0.737 -2.686 0.141
H 5.196 0.287 -3.924 0.489
H 4.094 -0.994 -4.412 0.359
H 3.557 1.365 -1.485 0.279
H 2.722 2.601 -2.438 0.341
H 4.432 2.282 -2.722 0.466
H 2.615 0.698 -5.650 0.388
H 3.822 1.916 -5.216 0.461
H 2.117 2.186 -4.832 0.364
H -1.326 2.174 -1.696 0.254
H -2.955 2.151 -2.366 0.479
H -1.584 2.363 -3.451 0.510
H -2.200 0.297 -0.588 -0.804
H -2.266 -1.312 -1.287 -0.185
H -3.620 -0.197 -1.519 0.671
H -2.191 0.267 -4.881 0.378
H -3.644 0.607 -3.942 0.527
H -3.037 -1.037 -4.030 0.333
H 1.332 -3.934 -3.954 0.351
H -0.011 -4.931 -3.440 0.515
H 0.840 -3.969 -2.232 0.140
H 0.088 -2.653 -5.589 0.338
H -1.506 -1.969 -5.260 0.322
H -1.297 -3.721 -5.316 0.457
H -1.577 -3.299 -1.654 0.346
H -2.107 -4.222 -3.057 0.579
H -2.616 -2.558 -2.886 0.306
C 3.291 -3.009 3.325 -0.662
O 3.698 -3.588 2.070 -0.447
C 3.239 -3.042 0.975 0.771
O 2.458 -2.092 0.933 -0.743
N 3.710 -3.645 -0.138 -0.349
N 3.371 -3.095 -1.372 -0.414
H 3.750 -3.632 4.084 0.309
H 2.207 -3.022 3.419 0.262
H 3.653 -1.986 3.399 0.315
H 4.378 -4.397 -0.060 0.255
H 2.989 -3.821 -1.971 0.324
H 4.200 -2.719 -1.824 0.313
C -1.063 -1.053 4.510 -1.968
C -0.498 0.371 4.639 2.413
C -0.874 0.938 6.021 -1.698
C 1.033 0.262 4.524 -1.690
Si -1.246 1.549 3.325 -1.659
Br 0.467 0.193 0.550 0.161
C -3.001 1.150 2.673 2.640
C -3.986 1.310 3.846 -1.817
C -3.413 2.126 1.559 -1.919
C -3.088 -0.285 2.116 -1.696
C -0.500 3.287 3.015 2.449
C 0.964 3.353 3.475 -2.067
C -0.541 3.691 1.530 -1.724
C -1.332 4.282 3.847 -1.761
H -0.618 -1.665 5.297 0.615
H -0.807 -1.495 3.545 0.334
H -2.142 -1.087 4.646 0.387
H -0.444 0.294 6.791 0.497
H -1.955 0.955 6.174 0.364
H -0.487 1.947 6.178 0.346
H 1.381 -0.431 5.293 0.551
H 1.538 1.209 4.690 0.291
H 1.327 -0.130 3.547 0.267
H -3.988 2.328 4.241 0.406
H -3.774 0.620 4.666 0.373
H -4.994 1.093 3.485 0.493
H -3.444 3.157 1.911 0.478
H -4.421 1.867 1.230 0.661
H -2.748 2.059 0.697 0.131
H -3.170 -1.028 2.906 0.422
H -2.231 -0.539 1.489 0.226
H -3.987 -0.364 1.503 0.540
H 1.584 2.633 2.939 0.345
H 1.063 3.195 4.549 0.396
H 1.352 4.351 3.260 0.635
H -0.049 2.949 0.900 0.275
H -0.004 4.635 1.422 0.619
H -1.552 3.851 1.166 0.352
H -1.314 4.040 4.912 0.397
H -2.373 4.327 3.521 0.350
H -0.906 5.281 3.728 0.472
```


No. 2
Density functional theory data (ωB97M-V/def2-TZVPD) for a cluster of 13 separate species, C40H68N2O18 in total in a non-equilibrium geometry.

As for the spin multiplicity: 1. As for the frontier orbital gap: 8.044 eV. As for the HOMO energy: -8.0393 eV.

```
128
Properties=species:S:1:pos:R:3:mulliken_charge:R:1
O -7.855 -0.597 -6.411 -0.603
C -6.688 -0.900 -6.027 0.473
O -5.825 -0.041 -5.297 -0.315
C -4.549 -0.575 -4.963 -0.232
C -4.813 -2.082 -5.113 -0.477
C -5.930 -2.232 -6.192 -0.453
H -4.278 -0.242 -3.962 0.179
H -3.799 -0.162 -5.637 0.226
H -5.381 -2.401 -4.240 0.252
H -3.928 -2.651 -5.400 0.365
H -6.568 -3.114 -6.252 0.329
H -5.367 -1.970 -7.088 0.253
O -2.304 1.111 8.957 -0.605
C -1.635 1.262 7.982 0.572
O -1.214 2.383 7.607 -0.323
C -0.381 2.420 6.473 -0.340
C -0.842 1.020 5.875 -0.559
C -1.049 0.186 7.079 -0.458
H 0.682 2.385 6.707 0.296
H -0.683 3.107 5.682 0.293
H -0.085 0.581 5.225 0.334
H -1.736 1.183 5.273 0.244
H -0.065 -0.133 7.424 0.232
H -1.622 -0.741 7.064 0.314
O 0.638 0.564 -2.591 -0.641
C 0.023 0.110 -1.639 0.532
O -1.172 0.581 -1.108 -0.327
C -1.657 -0.138 0.033 -0.329
C -0.854 -1.471 0.048 -0.438
C 0.444 -1.068 -0.749 -0.344
H -2.728 -0.216 -0.156 0.217
H -1.639 0.426 0.965 0.206
H -1.327 -2.290 -0.493 0.272
H -0.532 -1.798 1.037 0.313
H 0.812 -1.982 -1.217 0.365
H 1.117 -0.669 0.009 0.161
O -5.295 1.952 2.935 -0.650
C -5.660 3.165 3.055 0.636
O -6.907 3.643 3.170 -0.357
C -7.011 4.952 3.767 -0.380
C -5.670 5.063 4.399 -0.504
C -4.792 4.355 3.435 -0.291
H -7.923 4.979 4.363 0.289
H -7.086 5.655 2.938 0.256
H -5.732 4.508 5.335 0.245
H -5.437 6.069 4.749 0.368
H -3.937 3.874 3.910 0.091
H -4.512 4.944 2.562 0.293
O 7.153 -2.742 4.189 -0.605
C 5.985 -3.116 4.551 0.454
O 4.790 -2.531 4.114 -0.273
C 3.781 -3.587 4.253 -0.379
C 4.562 -4.811 4.725 -0.495
C 5.747 -4.306 5.448 -0.387
H 3.304 -3.763 3.289 0.254
H 3.011 -3.281 4.962 0.320
H 4.935 -5.384 3.876 0.210
H 3.910 -5.398 5.372 0.357
H 6.544 -5.049 5.463 0.262
H 5.507 -3.986 6.462 0.283
O 1.969 -6.121 -4.119 -0.644
C 3.032 -5.686 -4.655 0.529
O 3.634 -4.523 -4.382 -0.324
C 5.016 -4.548 -4.806 -0.352
C 5.285 -5.821 -5.428 -0.400
C 3.932 -6.501 -5.475 -0.398
H 5.484 -4.550 -3.821 0.247
H 5.387 -3.711 -5.397 0.301
H 6.109 -6.282 -4.883 0.265
H 5.733 -5.598 -6.396 0.236
H 4.031 -7.533 -5.141 0.249
H 3.466 -6.731 -6.433 0.292
O 1.861 2.118 2.009 -0.645
C 2.992 2.268 2.493 0.539
O 3.238 2.439 3.780 -0.375
C 4.545 2.124 4.163 -0.262
C 5.310 2.278 2.900 -0.454
C 4.283 2.282 1.785 -0.312
H 4.506 1.098 4.528 0.178
H 4.927 2.771 4.953 0.296
H 5.980 1.425 2.798 0.287
H 5.882 3.205 2.954 0.272
H 4.353 1.474 1.057 0.309
H 4.484 3.124 1.123 0.168
C -5.202 3.854 -1.549 -0.452
O -6.341 4.594 -1.147 -0.516
H -4.391 4.567 -1.703 0.220
H -4.759 3.238 -0.767 0.175
H -5.432 3.195 -2.386 0.273
H -7.075 4.087 -1.502 0.308
C 5.551 1.844 -4.211 -0.616
O 4.731 1.273 -3.212 -0.459
H 6.360 1.264 -4.655 0.252
H 5.049 2.426 -4.984 0.275
H 6.078 2.654 -3.708 0.251
H 3.825 1.214 -3.524 0.298
C -1.885 3.807 -5.233 -0.327
O -2.460 3.597 -6.526 -0.509
H -2.403 4.523 -4.596 0.217
H -1.595 2.952 -4.621 0.193
H -0.953 4.181 -5.657 0.119
H -1.722 3.586 -7.140 0.313
C 3.488 -6.268 0.175 -0.622
O 4.788 -6.336 -0.172 -0.503
H 2.958 -6.883 -0.553 0.323
H 3.263 -6.837 1.077 0.296
H 2.992 -5.300 0.107 0.213
H 5.147 -7.206 0.018 0.293
N 2.157 6.742 -4.423 0.003
C 2.427 5.953 -3.313 -0.568
C 2.881 6.652 -2.239 -0.290
C 2.971 7.999 -2.659 -0.452
C 2.479 8.018 -4.028 -0.591
H 1.556 6.584 -5.219 0.245
H 2.184 4.908 -3.440 0.500
H 3.229 6.219 -1.313 0.443
H 3.369 8.743 -1.985 0.359
H 2.497 8.866 -4.696 0.350
N -4.829 -3.161 1.528 0.043
C -3.911 -3.833 2.313 -0.604
C -4.153 -5.155 2.127 -0.351
C -5.227 -5.263 1.259 -0.327
C -5.616 -4.019 0.846 -0.524
H -4.939 -2.173 1.346 0.202
H -3.155 -3.209 2.767 0.436
H -3.762 -6.085 2.514 0.373
H -5.710 -6.213 1.083 0.376
H -6.373 -3.648 0.171 0.382
```


No. 3
Density functional theory data (ωB97M-V/def2-TZVPD) for the ion C4H8NO with charge +1 in a non-equilibrium geometry.

Its energy above the lowest of the compared OMol25 structures with the same formula, charge and spin is 100.63 kcal per mole. As for the spin multiplicity: 3. Its total charge is +1. As for the frontier orbital gap (spin up / spin down): 4.829 / 9.548 eV. As for the HOMO energy (spin up / spin down): -9.1334 / -15.7993 eV.

```
14
Properties=species:S:1:pos:R:3:mulliken_charge:R:1
C -2.405 0.213 0.448 -1.062
C -1.156 0.055 0.806 0.034
C 0.614 0.553 -0.710 -0.305
C 1.311 -0.148 0.365 -0.043
N -0.107 -0.466 0.045 -0.322
O 2.054 -1.222 -0.172 -0.385
H -3.199 0.569 1.104 0.297
H -2.621 -0.003 -0.506 0.405
H -0.949 0.237 1.820 0.409
H 0.297 1.559 -0.632 0.309
H 0.900 0.322 -1.730 0.234
H 1.951 0.204 1.270 0.378
H 1.296 -1.812 -0.560 0.555
H 2.648 -0.843 -0.975 0.498
```